Below is C9H18BClF4N6O9Zr as an isolated structure in a non-equilibrium geometry, with properties calculated with the ωB97M-V functional and the def2-TZVPD basis.

Computed properties:
**Electronic energy**: -62357.71493 eV

Element x y z (Å)
Zr -0.35748 0.83449 0.48399
B -1.42494 -3.43525 1.18286
F -0.64562 -2.24890 1.04194
F -2.55439 -3.34107 0.34806
F -0.62011 -4.52501 0.85214
F -1.81580 -3.51276 2.53349
C -1.72259 3.10757 -3.09871
C -0.97660 3.84692 -4.07060
C 0.50923 4.05765 -3.81536
O 1.19321 4.69200 -4.59406
C 1.13516 3.41388 -2.68695
C 0.43342 2.61197 -1.88532
C -1.08811 2.53240 -2.05282
O -1.64093 1.83591 -1.12378
O 0.84843 1.82990 -0.93460
O -1.51545 4.40088 -5.00704
H -2.78418 2.94698 -3.21167
H 2.17971 3.59159 -2.46455
Cl -1.44247 2.80603 1.72406
C -0.69548 -1.31926 -2.21093
O -0.76834 -0.54142 -1.25796
N 0.23060 -1.17625 -3.19324
N -1.47159 -2.42276 -2.27936
H 0.89341 -0.42566 -3.23083
H 0.15224 -1.83765 -3.94565
H -2.11881 -2.63904 -1.53564
H -1.15989 -3.22337 -2.80233
C -0.21472 -0.38584 3.75590
O -0.30262 -0.03438 2.57018
N 0.00657 0.50130 4.77434
N -0.29892 -1.68721 4.09085
H 0.33833 0.05659 5.61232
H 0.09734 1.48287 4.59582
H -0.25023 -1.97589 5.05070
H -0.49699 -2.35828 3.35894
C 2.28619 -1.31604 0.52507
O 1.26393 -0.66532 0.32183
N 3.55297 -0.81404 0.49117
N 2.17611 -2.62801 0.84269
H 4.33928 -1.42201 0.63397
H 3.72914 0.16582 0.59647
H 2.91997 -3.30032 0.78503
H 1.22841 -2.99136 0.83362
O -2.32994 -0.06296 0.92577
H -2.65714 -0.20163 1.82127
H -3.10242 -0.01618 0.34857
O 1.35582 1.78697 1.56955
H 1.31010 2.20513 2.43525
H 2.27614 1.80103 1.29555

Forces on atoms 1 to 6 (eV/Å):
-0.9 1.2 -2.8
-0.2 0.1 -0.1
0.0 -0.4 0.0
0.2 0.0 0.1
0.1 0.1 -0.1
0.0 0.0 0.0